A single C5H14N2 molecule in a non-equilibrium geometry. Source: the Open Molecules 2025 dataset; level of theory: wB97M-V/def2-TZVPD.

The geometry in XYZ format:
```
21
C5H14N2, DFT wB97M-V/def2-TZVPD
C -1.352 2.776 1.128
C -0.629 2.236 -0.109
N 0.017 0.957 0.068
C -0.733 -0.282 0.378
C -0.236 -1.401 -0.549
N 1.223 -1.472 -0.723
C 1.877 -2.764 -0.472
H -1.879 1.962 1.619
H -2.036 3.530 0.741
H -0.690 3.258 1.842
H 0.121 2.929 -0.502
H -1.267 2.155 -0.994
H 0.840 0.922 0.645
H -1.804 -0.130 0.275
H -0.419 -0.528 1.400
H -0.746 -2.334 -0.297
H -0.506 -1.062 -1.555
H 1.652 -0.799 -0.099
H 1.607 -3.063 0.546
H 1.473 -3.465 -1.195
H 2.944 -2.584 -0.524
```

- Maximum force: 0.035 hartree/bohr
- HOMO: -8.06 eV
- Total charge: 0
- Gap between HOMO and LUMO: 9.1 eV
- Energy relative to the best compared isomer or geometry (same formula, charge and spin): 39.12 kcal per mole
- Multiplicity: 1
- SMILES: CCNCCNC

A molecular structure, C4H5N3O in a non-equilibrium geometry. Source: the Open Molecules 2025 dataset; level of theory: wB97M-V/def2-TZVPD.

The geometry in XYZ format:
```
13
C4H5N3O, DFT wB97M-V/def2-TZVPD
C -0.458 -0.389 -2.218
C -0.127 -0.282 -0.717
C 0.964 0.776 1.064
C -0.837 -0.496 1.454
H 0.468 -1.324 -2.878
H -0.405 0.916 -2.807
H -1.605 -0.613 -2.232
H 1.561 1.611 2.867
H -1.395 -1.320 1.876
N 0.875 0.366 -0.257
N 1.964 1.298 1.799
N -0.068 0.312 1.931
O -0.938 -0.855 0.118
```

- Maximum force: 0.099 hartree/bohr
- HOMO: -9.10 eV
- Total charge: 0
- Gap between HOMO and LUMO: 9.2 eV
- Energy relative to the best compared isomer or geometry (same formula, charge and spin): 136.48 kcal per mole
- Multiplicity: 1

A gas-phase ion, C7H12N3 (charge +1) in a non-equilibrium geometry. Source: the Open Molecules 2025 dataset; level of theory: wB97M-V/def2-TZVPD.

The geometry in XYZ format:
```
22
C7H12N3, DFT wB97M-V/def2-TZVPD
C 1.361 0.907 -1.305
C 0.716 0.436 -0.032
C 1.394 0.974 1.308
N 0.943 -1.143 -0.062
C -0.400 -1.942 -0.003
C -1.409 -0.838 0.020
C -2.773 -0.569 0.106
N -3.037 0.744 0.002
N -1.780 1.315 -0.078
C -0.758 0.430 0.037
H 2.389 1.199 -1.235
H 0.986 1.887 -1.447
H 1.336 0.160 -2.151
H 2.366 0.593 1.264
H 0.806 0.657 2.210
H 1.192 2.096 1.438
H 1.525 -1.420 0.774
H 1.542 -1.364 -0.849
H -0.388 -2.479 0.924
H -0.648 -2.690 -0.769
H -3.624 -1.205 0.120
H -1.739 2.253 -0.274
```

- Maximum force: 0.076 hartree/bohr
- HOMO: -13.01 eV
- Total charge: +1
- Gap between HOMO and LUMO: 9.8 eV
- Energy relative to the best compared isomer or geometry (same formula, charge and spin): 66.13 kcal per mole
- Multiplicity: 1
- SMILES: CC1(C)[NH2+]Cc2cn[nH]c21

5 unconnected molecules or ions with the total composition C20H35N5. Source: the Open Molecules 2025 dataset; level of theory: wB97M-V/def2-TZVPD.

The geometry in XYZ format:
```
60
C20H35N5, DFT wB97M-V/def2-TZVPD
C 3.190 -2.776 2.600
C 3.109 -1.503 3.446
C 1.936 -1.505 4.419
C 0.657 -1.817 3.785
N -0.343 -2.080 3.289
H 3.982 -2.698 1.857
H 2.251 -2.946 2.066
H 3.375 -3.652 3.222
H 3.106 -0.628 2.794
H 4.009 -1.433 4.061
H 1.836 -0.525 4.889
H 2.117 -2.260 5.185
C -0.575 -0.725 -2.161
C 0.266 -0.193 -1.007
C 0.407 -1.197 0.137
C 0.765 -2.550 -0.296
N 1.028 -3.615 -0.644
H -1.619 -0.783 -1.848
H -0.242 -1.731 -2.427
H -0.489 -0.145 -3.077
H -0.190 0.703 -0.588
H 1.276 0.054 -1.343
H -0.487 -1.311 0.764
H 1.145 -0.897 0.889
C -3.107 -4.427 0.526
C -3.685 -3.464 -0.517
C -3.502 -3.992 -1.948
C -4.006 -3.066 -2.952
N -4.355 -2.291 -3.722
H -2.013 -4.408 0.525
H -3.368 -5.466 0.311
H -3.451 -4.140 1.517
H -3.192 -2.496 -0.412
H -4.746 -3.312 -0.308
H -3.971 -4.970 -2.047
H -2.432 -4.128 -2.135
C -2.003 2.830 -2.172
C -0.937 3.813 -2.649
C -1.202 4.362 -4.055
C -1.259 3.290 -5.056
N -1.284 2.459 -5.843
H -1.595 2.270 -1.332
H -2.280 2.098 -2.933
H -2.925 3.350 -1.909
H 0.043 3.333 -2.657
H -0.901 4.678 -1.987
H -0.379 5.009 -4.372
H -2.130 4.932 -4.093
C 1.411 2.376 1.172
C 2.528 2.708 2.170
C 3.311 3.972 1.779
C 2.473 5.173 1.842
N 1.799 6.095 1.891
H 0.643 1.756 1.627
H 1.853 1.822 0.339
H 0.974 3.279 0.747
H 3.222 1.876 2.275
H 2.091 2.887 3.157
H 3.705 3.886 0.763
H 4.161 4.118 2.448
```

- Maximum force: 0.018 hartree/bohr
- HOMO: -11.34 eV
- Total charge: 0
- Gap between HOMO and LUMO: 11.5 eV
- Energy relative to the best compared isomer or geometry (same formula, charge and spin): 7.04 kcal per mole
- Multiplicity: 1
- SMILES: CCCC#N.CCCC#N.CCCC#N.CCCC#N.CCCC#N

A single C2H2ClIO2S molecule in a non-equilibrium geometry. Source: the Open Molecules 2025 dataset; level of theory: wB97M-V/def2-TZVPD.

The geometry in XYZ format:
```
9
C2H2ClIO2S, DFT wB97M-V/def2-TZVPD
C -0.111 0.435 0.230
C -2.587 2.508 1.439
O -0.458 -0.120 1.406
O -3.493 1.914 2.059
S -1.963 0.790 1.920
Cl -1.333 0.903 3.830
I -1.752 1.529 -0.842
H 0.212 -0.330 -0.557
H 0.754 1.056 0.323
```

- Maximum force: 0.061 hartree/bohr
- HOMO (alpha / beta): -5.81 / -9.28 eV
- Total charge: 0
- Gap between HOMO and LUMO (alpha / beta): 5.3 / 5.5 eV
- Energy relative to the best compared isomer or geometry (same formula, charge and spin): 106.86 kcal per mole
- Multiplicity: 3

2 unconnected molecules or ions with the total composition C2H3ClF2S in a non-equilibrium geometry. Source: the Open Molecules 2025 dataset; level of theory: wB97M-V/def2-TZVPD.

The geometry in XYZ format:
```
9
C2H3ClF2S, DFT wB97M-V/def2-TZVPD
C 1.730 -0.105 -0.818
C -0.591 -1.008 -0.118
F 2.583 -1.086 -0.692
F 1.589 0.294 -2.104
S -1.292 0.472 0.327
Cl -0.384 -2.179 1.120
H 1.777 0.680 -0.156
H -0.906 -1.493 -1.115
H -1.181 0.637 1.762
```

- Maximum force: 0.072 hartree/bohr
- HOMO (alpha / beta): -8.33 / -7.83 eV
- Total charge: 0
- Gap between HOMO and LUMO (alpha / beta): 8.4 / 8.4 eV
- Energy relative to the best compared isomer or geometry (same formula, charge and spin): 87.79 kcal per mole
- Multiplicity: 1

A molecular structure, CHN2O4 in a non-equilibrium geometry. Source: the Open Molecules 2025 dataset; level of theory: wB97M-V/def2-TZVPD.

The geometry in XYZ format:
```
8
CHN2O4, DFT wB97M-V/def2-TZVPD
C 1.049 -0.479 -1.439
N -0.064 0.915 1.122
N -0.806 0.033 0.627
O 0.797 0.251 -2.306
O 1.753 -1.131 -0.810
O -0.624 -0.493 -0.507
O -1.781 -0.365 1.308
H -0.324 1.268 2.006
```

- Maximum force: 0.156 hartree/bohr
- HOMO (alpha / beta): -0.96 / -4.81 eV
- Total charge: -1
- Gap between HOMO and LUMO (alpha / beta): 5.2 / 7.2 eV
- Energy relative to the best compared isomer or geometry (same formula, charge and spin): 9.15 kcal per mole
- Multiplicity: 3

A molecular structure, C4H6O2 in a non-equilibrium geometry. Source: the Open Molecules 2025 dataset; level of theory: wB97M-V/def2-TZVPD.

The geometry in XYZ format:
```
12
C4H6O2, DFT wB97M-V/def2-TZVPD
C 2.020 0.052 -0.084
C 0.579 0.533 0.024
C -0.466 -0.380 0.379
C -1.819 0.337 0.213
H 2.514 -0.162 1.058
H 1.950 -1.043 -0.667
H 2.665 0.942 -0.881
H 0.359 1.540 -0.165
H -0.364 -1.448 0.548
H -2.652 -1.431 -0.302
O -2.916 -0.481 -0.199
O -1.871 1.542 0.076
```

- Maximum force: 0.110 hartree/bohr
- HOMO: -9.82 eV
- Total charge: 0
- Gap between HOMO and LUMO: 10.0 eV
- Energy relative to the best compared isomer or geometry (same formula, charge and spin): 65.91 kcal per mole
- Multiplicity: 1

A single C5H9NO4 molecule in a non-equilibrium geometry. Source: the Open Molecules 2025 dataset; level of theory: wB97M-V/def2-TZVPD.

The geometry in XYZ format:
```
19
C5H9NO4, DFT wB97M-V/def2-TZVPD
N -0.600 -0.335 -1.285
C -0.617 0.707 -0.330
C 0.453 0.576 0.724
C 0.136 -0.473 1.785
C 0.708 -1.871 1.399
O 0.460 -2.460 0.341
O 1.534 -2.443 2.244
C -0.699 2.043 -1.365
O -0.166 3.033 -1.044
O -1.256 1.741 -2.516
H -1.063 -1.194 -1.012
H 0.354 -0.733 -1.245
H -1.609 0.953 0.172
H 0.430 1.522 1.340
H 1.382 0.429 0.146
H 0.589 -0.434 2.785
H -0.917 -0.460 1.898
H 1.743 -3.328 1.938
H -1.180 0.736 -2.504
```

- Maximum force: 0.081 hartree/bohr
- HOMO: -9.26 eV
- Total charge: 0
- Gap between HOMO and LUMO: 9.7 eV
- Energy relative to the best compared isomer or geometry (same formula, charge and spin): 34.35 kcal per mole
- Multiplicity: 1
- SMILES: N[C@@H](CCC(=O)O)C(=O)O

Which formula does entry 5 have?
C2H2ClIO2S